Entry 1:
8
Properties=species:S:1:pos:R:3 method="wB97M-V/def2-TZVPD" smiles=[O-][N+]#CBr.[O-][N+]#CBr largest_force_ha_per_bohr=0.0821 e_above_lowest_kcal_mol=72.1 molar_mass_g_mol=243.8
O 0.40132 2.67689 0.46876
N -0.27197 1.88081 -0.03430
C -0.77895 0.85929 -0.33552
Br -2.28459 -0.02133 -0.77110
O -0.52214 -2.54050 0.48633
N 0.33171 -1.84961 0.04219
C 0.78362 -0.80366 -0.18875
Br 2.33069 -0.08269 -0.75659



Entry 2:
12
Properties=species:S:1:pos:R:3 method="wB97M-V/def2-TZVPD" largest_force_ha_per_bohr=0.2020 total_charge=+2 molar_mass_g_mol=352.6
O 2.99330 -0.17098 0.70185
C 2.09643 -0.01863 -0.31199
N 1.10230 0.09782 -1.29070
C -0.18440 -0.12780 -0.46906
C -1.04317 0.92370 0.16122
I -0.81493 3.10909 0.11340
C -2.18854 0.01591 0.91136
O -3.03345 0.55725 1.79299
O -2.07746 -1.37801 0.39474
C -0.73211 -1.66605 -0.15331
O -0.08453 -2.83386 -0.31705
Sr 3.96655 1.49155 -1.53345



| no. | Kohn-Sham gap (eV) |
| --- | --- |
| 1 | 7.995 |
| 2 | 5.934 |